{"formula": "C32H32Cl6N3Na", "method": "ωB97M-V/def2-TZVPD", "symbols": ["C", "C", "Cl", "C", "Cl", "C", "C", "H", "H", "H", "H", "C", "C", "C", "Na", "H", "H", "H", "H", "H", "C", "C", "C", "C", "C", "N", "C", "C", "H", "C", "C", "H", "Cl", "H", "H", "C", "C", "C", "Cl", "H", "H", "N", "H", "H", "Cl", "C", "C", "C", "H", "H", "C", "H", "N", "H", "H", "C", "H", "C", "H", "H", "H", "C", "C", "Cl", "H", "C", "H", "H", "H", "C", "H", "C", "H", "C"], "coordinates": [[0.764308, -4.800376, -3.069084], [2.801212, -3.094433, -2.272046], [-3.012858, 4.352719, -1.873646], [-1.458946, -1.351878, 1.266349], [2.472233, -6.866618, -3.632483], [0.024200, -3.368159, 0.894749], [3.714604, 1.889687, 1.539679], [-0.591723, 1.850652, 4.384410], [4.129613, -1.302342, 0.563496], [-1.517294, 0.145506, -3.385732], [-0.033777, 0.604221, -2.875922], [3.097780, -4.369507, -2.692372], [-2.869403, 0.741039, 1.426388], [0.592766, -1.559007, 2.540138], [0.996626, 0.242962, 0.325450], [-3.643411, 0.760444, 2.201622], [0.116596, -0.994460, -1.726502], [1.461035, 1.386395, 3.900291], [1.096031, -3.472987, 0.742801], [-3.324901, 0.372495, 0.510391], [-3.303071, 0.367128, -2.423187], [-0.773666, 0.422914, 2.774614], [4.337527, -0.314178, 0.974171], [-5.400784, 1.156378, -1.433241], [7.295614, 1.421774, 2.401556], [8.363956, 1.629199, 2.785202], [-2.878081, 1.666733, -2.325306], [5.973744, 1.164278, 1.931861], [4.129255, -4.703527, -2.711496], [1.806013, -2.361234, 2.939293], [0.378820, -0.296024, 3.106582], [-0.028501, -5.468937, -3.385710], [-5.273212, -1.464043, -2.087068], [1.637284, -3.428011, 2.809631], [-1.487315, 2.800276, -3.339037], [1.154523, -1.314622, -1.778793], [-2.473496, -1.931690, 0.310080], [2.084856, -5.235238, -3.094683], [-5.891544, 3.748381, -0.757865], [2.059746, -2.193424, 3.985733], [-2.101992, 1.960433, 3.490668], [-1.475901, 1.979558, -2.736535], [6.390737, -0.863368, 1.354196], [2.411964, -0.064493, 3.776700], [-0.145997, 2.545029, -0.123423], [-4.917576, 2.467674, -1.387007], [1.458847, -2.590866, -2.217542], [-1.682722, -0.094605, 1.840741], [3.610564, -2.441262, -1.964090], [-0.329752, -4.238804, 1.458743], [5.634421, -0.086923, 1.411138], [5.260673, 3.141386, 2.379897], [-0.827245, 0.913117, -3.439464], [2.989672, 2.700642, 1.600184], [1.939936, -0.632764, -1.469449], [1.419001, 0.305317, 4.019323], [-0.946466, 2.260933, -1.845498], [3.299811, 0.642005, 1.022109], [-0.620117, 2.568114, 2.764792], [-2.388864, -1.498861, -0.690920], [-3.490402, -1.741167, 0.655015], [0.458406, -3.526594, -2.647341], [-0.300900, -2.071795, 1.594275], [-6.986969, 0.824046, -0.814833], [-2.364070, -3.008563, 0.212158], [-3.638730, 2.730563, -1.857297], [2.678062, -2.080986, 2.342624], [-0.579763, -3.209352, -2.648537], [-0.411255, -3.406851, -0.097533], [4.997803, 2.163987, 1.986714], [1.214760, 0.089019, 5.074346], [-4.593468, 0.161388, -1.976874], [-2.553483, 1.766004, 1.234413], [-1.033613, 1.773290, 3.392145]], "forces_ev_per_angstrom": [[0.05, -0.05, -0.01], [-0.01, 0.04, 0.03], [0.01, 0.01, -0.01], [-0.03, 0.01, 0.05], [0.02, -0.06, -0.02], [-0.02, -0.03, -0.01], [-0.04, -0.01, 0.02], [0.01, 0.01, 0.00], [-0.01, -0.01, 0.00], [0.01, 0.04, 0.00], [0.03, 0.06, -0.04], [0.00, -0.07, -0.03], [-0.03, 0.00, 0.00], [0.01, -0.02, 0.05], [0.02, -0.07, 0.12], [-0.01, 0.00, 0.00], [0.01, -0.06, 0.04], [0.00, 0.01, 0.01], [0.02, -0.01, 0.00], [0.02, 0.00, 0.01], [-0.05, 0.10, -0.04], [-0.01, -0.05, -0.05], [0.01, 0.01, -0.02], [0.04, 0.02, -0.03], [0.26, 0.03, 0.08], [-0.02, 0.00, -0.01], [-0.08, -0.09, 0.00], [-0.17, -0.02, -0.05], [-0.01, -0.02, -0.01], [0.03, -0.01, 0.05], [-0.09, -0.03, -0.04], [0.01, -0.01, 0.00], [-0.01, -0.05, 0.00], [0.00, -0.01, 0.00], [0.01, -0.02, 0.01], [-0.16, 0.32, 0.20], [-0.01, -0.01, -0.01], [-0.02, 0.03, 0.01], [-0.02, 0.03, 0.01], [0.00, 0.00, 0.01], [-0.01, 0.00, 0.01], [-0.08, 0.19, -0.02], [0.01, 0.01, 0.01], [0.01, 0.00, 0.00], [-0.08, 0.16, -0.17], [0.02, -0.01, 0.00], [0.02, -0.19, -0.09], [0.04, -0.03, 0.01], [0.00, 0.02, 0.01], [0.01, 0.00, 0.01], [0.01, 0.02, 0.01], [0.00, -0.01, 0.00], [-0.03, -0.03, 0.00], [-0.01, 0.00, -0.01], [0.07, -0.06, -0.19], [0.01, 0.05, 0.02], [0.09, -0.16, 0.07], [0.11, -0.02, 0.05], [0.00, 0.01, -0.01], [-0.01, 0.01, -0.02], [0.00, 0.02, -0.01], [0.00, 0.07, 0.01], [0.03, 0.02, 0.00], [-0.02, -0.01, -0.01], [-0.01, -0.01, 0.01], [0.02, -0.07, 0.03], [0.02, 0.01, 0.00], [-0.01, 0.01, 0.00], [-0.01, -0.02, -0.05], [0.00, -0.03, -0.01], [0.00, -0.01, 0.01], [0.02, 0.01, 0.01], [0.00, 0.03, 0.01], [-0.01, 0.01, 0.01]], "energy_ha": -4326.33356, "orbital_gap_ev": 4.410, "total_charge": -2, "relative_energy_kcal_mol": 0.0, "e_lumo_ev": 3.638}